No. 1
Here is a 2-piece molecular cluster, C2H5N3O3 overall in a non-equilibrium geometry from the OMol25 dataset. Energies are from the ωB97M-V functional and the def2-TZVPD basis.

```
! wB97M-V def2-TZVPD RIJCOSX def2/J DEFGRID3
* xyz 0 1
N -1.814 -0.982 -0.065
C -1.017 0.104 -0.184
N -1.538 1.385 0.169
N 0.223 0.018 -0.529
O 0.991 1.051 -0.571
H -2.592 -0.750 0.557
H -1.285 -1.827 0.229
H -1.723 1.256 1.138
H -0.731 1.972 0.034
H 0.554 -0.912 -0.653
O 2.356 -1.399 -0.158
C 2.927 -0.399 -0.016
O 3.648 0.484 0.050
*
```

Output
SMILES: NC(N)=[NH+][O-].O=C=O
HOMO-LUMO gap in eV: 8.325
Calculated total energy in eV: -12766.5874

***

No. 2
Here is an isolated molecule of C19H32N2O2 from the OMol25 dataset. Energies are from the ωB97M-V functional and the def2-TZVPD basis.

```
! wB97M-V def2-TZVPD RIJCOSX def2/J DEFGRID3
* xyz 0 1
C 5.968 -0.418 -1.204
C 6.129 -0.895 0.016
C 5.051 -0.969 1.049
C 4.798 -2.419 1.476
C 3.806 -2.545 2.632
C 2.384 -2.130 2.260
C 1.409 -2.394 3.407
C 0.000 -1.865 3.141
C -0.727 -2.624 2.032
C -2.169 -2.134 1.861
C -2.218 -0.668 1.492
O -2.575 0.229 2.228
N -1.803 -0.407 0.227
N -1.688 0.919 -0.196
C -2.200 1.335 -1.395
C -2.577 0.491 -2.380
C -3.006 0.945 -3.684
O -3.390 0.180 -4.551
C -2.923 2.442 -3.926
C -3.178 3.272 -2.666
C -4.613 3.063 -2.179
C -2.959 4.755 -2.969
C -2.182 2.822 -1.587
H 6.773 -0.389 -1.919
H 5.020 -0.029 -1.540
H 7.092 -1.282 0.326
H 4.136 -0.529 0.652
H 5.357 -0.393 1.927
H 4.431 -2.985 0.616
H 5.749 -2.863 1.781
H 4.152 -1.938 3.472
H 3.790 -3.586 2.963
H 2.361 -1.067 2.016
H 2.076 -2.688 1.374
H 1.794 -1.911 4.308
H 1.361 -3.467 3.604
H -0.587 -1.946 4.059
H 0.053 -0.805 2.883
H -0.746 -3.688 2.277
H -0.186 -2.510 1.090
H -2.712 -2.256 2.799
H -2.671 -2.716 1.086
H -1.413 -1.106 -0.385
H -1.791 1.535 0.607
H -2.613 -0.577 -2.223
H -1.916 2.647 -4.302
H -3.628 2.704 -4.716
H -5.319 3.374 -2.945
H -4.802 3.651 -1.282
H -4.798 2.017 -1.951
H -3.654 5.091 -3.735
H -3.121 5.355 -2.076
H -1.947 4.935 -3.325
H -1.172 3.121 -1.884
H -2.406 3.320 -0.641
*
```

Output
SMILES: C=CCCCCCCCCC(=O)NNC1=CC(=O)CC(C)(C)C1
HOMO-LUMO gap in eV: 9.042
Calculated total energy in eV: -27297.2233

***

No. 3
Here is a 2-piece molecular cluster, C36H53IN4O5P2S overall in a non-equilibrium geometry from the OMol25 dataset. Energies are from the ωB97M-V functional and the def2-TZVPD basis.

```
! wB97M-V def2-TZVPD RIJCOSX def2/J DEFGRID3
* xyz 0 1
H -2.962 3.123 -3.335
N -3.326 2.887 -2.392
C -2.315 3.052 -1.538
N -1.022 3.472 -2.127
N -2.603 2.743 -0.135
C -1.567 3.194 0.832
C -1.243 2.064 1.966
C -0.029 1.095 1.534
C -0.283 0.291 0.160
C -0.201 -1.289 0.527
C 1.240 -1.887 0.619
C 2.517 -0.967 0.411
C 2.905 -0.970 -1.267
C 4.556 -1.030 -1.580
O 3.623 0.262 -1.765
C 1.334 -3.430 0.938
C 2.794 -4.063 1.041
C 3.561 -4.228 -0.361
C 3.584 -5.784 -0.832
I 4.098 -5.942 -2.977
C 0.004 -4.247 1.176
P 0.264 -6.107 1.543
C -0.987 -7.181 0.619
C -0.004 -6.208 3.446
C 1.214 -5.318 4.070
C -1.410 -3.621 1.123
C -1.506 -2.083 0.759
C -2.985 -1.462 0.658
O -3.268 -0.258 0.867
C -4.234 -2.433 0.309
C -5.580 -1.891 -0.374
C -6.458 -0.946 0.521
C -7.817 -0.342 0.022
C -8.301 -0.716 -1.415
C -7.420 -1.679 -2.290
C -6.058 -2.267 -1.796
C -4.095 -3.813 0.681
P -5.489 -5.058 0.392
S -5.110 -6.395 -0.967
C -2.766 -4.385 1.404
O -2.939 -5.364 2.170
H -0.342 2.706 -1.989
H -0.708 4.287 -1.569
H -3.451 3.301 0.092
H -1.980 4.091 1.437
H -0.556 3.480 0.394
H -2.172 1.513 2.329
H -0.847 2.669 2.871
H 0.937 1.713 1.378
H 0.153 0.323 2.375
H -1.271 0.553 -0.366
H 0.544 0.531 -0.616
H 2.366 0.126 0.695
H 3.432 -1.391 0.941
H 2.179 -1.574 -2.007
H 5.185 -0.919 -0.629
H 4.936 -0.898 -2.644
H 3.409 -3.341 1.708
H 2.832 -5.073 1.585
H 3.048 -3.650 -1.202
H 4.648 -3.905 -0.221
H 4.308 -6.415 -0.219
H 2.498 -6.147 -0.767
H -0.556 -8.167 0.212
H -1.577 -6.623 -0.202
H -1.788 -7.500 1.394
H 0.166 -7.296 3.768
H -1.014 -5.793 3.775
H 1.179 -4.227 3.682
H 1.180 -5.256 5.207
H 2.224 -5.736 3.689
H -6.162 -0.671 1.588
H -8.470 0.350 0.653
H -9.294 -0.282 -1.796
H -7.794 -1.962 -3.336
H -5.440 -2.976 -2.445
H -5.637 -5.767 1.651
H -6.758 -4.374 0.213
C 4.864 4.045 -0.641
O 5.126 5.376 -0.223
C 5.545 6.234 -1.286
C 4.456 7.257 -1.615
N 3.305 6.619 -2.257
C 2.120 7.476 -2.345
C 1.484 7.951 -1.028
O 0.884 6.910 -0.262
C 1.786 6.187 0.564
H 4.734 3.431 0.252
H 3.943 3.995 -1.226
H 5.698 3.640 -1.221
H 5.851 5.672 -2.175
H 6.424 6.773 -0.920
H 4.866 8.018 -2.287
H 4.169 7.745 -0.678
H 3.053 5.787 -1.736
H 1.364 6.905 -2.894
H 2.362 8.349 -2.961
H 0.666 8.628 -1.295
H 2.171 8.543 -0.414
H 2.601 6.811 0.937
H 2.176 5.323 0.025
H 1.226 5.806 1.422
*
```

Output
SMILES: [H]/N=C(\N)NCCCCc1c(C[C@@H]2CO2)c(CCCI)c(P(C)CC)c2c1C(=O)C(c1ccccc1)=C([PH2]=S)C2=O.COCCNCCOC
HOMO-LUMO gap in eV: 6.542
Calculated total energy in eV: -91885.9632

***

No. 4
Here is F8KN4NaO16S8 as an isolated structure in a non-equilibrium geometry from the OMol25 dataset. Energies are from the ωB97M-V functional and the def2-TZVPD basis.

```
! wB97M-V def2-TZVPD RIJCOSX def2/J DEFGRID3
* xyz -2 1
Na 0.123 0.580 -0.347
K -1.394 0.062 -2.889
N 1.303 0.572 -2.360
S 2.114 -0.366 -3.546
O 3.445 -0.763 -3.291
O 1.810 0.030 -4.895
F 1.301 -1.706 -3.402
S 2.320 1.754 -2.576
O 2.060 2.708 -3.630
O 3.693 1.578 -2.206
F 1.847 2.634 -1.319
N -2.280 0.405 -0.351
S -3.324 -0.794 0.242
O -4.729 -0.516 0.366
O -2.762 -1.712 1.208
F -3.301 -1.655 -1.109
S -2.980 1.587 0.409
O -3.089 1.422 1.834
O -3.983 2.360 -0.281
F -1.641 2.504 0.295
N 1.436 2.769 3.892
S 0.732 2.103 5.262
O 0.714 0.674 5.268
O -0.368 2.857 5.794
F 1.908 2.575 6.262
S 0.334 2.524 2.831
O -0.916 3.215 3.034
O 0.348 1.312 2.060
F 1.035 3.494 1.680
N 0.112 -4.149 -0.205
S 1.202 -2.901 -0.192
O 0.704 -1.676 0.382
O 2.226 -2.887 -1.198
F 2.014 -3.529 1.047
S -0.241 -4.158 -1.710
O 0.619 -4.886 -2.599
O -0.832 -2.926 -2.190
F -1.559 -5.094 -1.568
*
```

Output
HOMO-LUMO gap in eV: 7.964
Calculated total energy in eV: -167886.1633

***

E_LUMO (hartree)
0.0140 0.0189 -0.0592 0.1076